{
  "formula": "C15H11AuN3Se2Te2",
  "method": "wB97M-V/def2-TZVPD",
  "symbols": ["Au", "C", "C", "C", "C", "N", "C", "C", "C", "C", "C", "C", "N", "C", "C", "C", "C", "C", "N", "H", "H", "H", "H", "H", "H", "H", "H", "H", "H", "H", "Se", "Te", "Te", "Se"],
  "positions_angstrom": [[-1.3782, 0.0000, -0.0023], [-1.1579, 0.0000, 4.4801], [0.2038, 0.0000, 4.7384], [1.0883, 0.0000, 3.6701], [0.5932, 0.0000, 2.3640], [-0.7288, 0.0000, 2.1465], [-1.5750, 0.0000, 3.1581], [1.4623, 0.0000, 1.1713], [2.8557, 0.0000, 1.2048], [3.5467, 0.0000, 0.0048], [2.8603, 0.0000, -1.1989], [1.4666, 0.0000, -1.1698], [0.8383, 0.0000, -0.0007], [0.6005, 0.0000, -2.3649], [1.0974, 0.0000, -3.6705], [0.2141, 0.0000, -4.7398], [-1.1482, 0.0000, -4.4832], [-1.5667, 0.0000, -3.1614], [-0.7220, 0.0000, -2.1490], [-1.8876, 0.0000, 5.2726], [0.5677, 0.0000, 5.7563], [2.1507, 0.0000, 3.8541], [-2.6267, 0.0000, 2.9070], [3.4052, 0.0000, 2.1290], [4.6243, 0.0001, 0.0068], [3.4134, 0.0000, -2.1206], [2.1603, 0.0000, -3.8533], [0.5790, 0.0000, -5.7575], [-1.8769, 0.0000, -5.2767], [-2.6188, 0.0000, -2.9114], [-2.9584, -2.1570, -0.0037], [-5.2628, -1.3752, 0.0013], [-5.2628, 1.3752, 0.0013], [-2.9584, 2.1571, -0.0037]],
  "de_lowest_kcal_mol": 17.7,
  "e_tot_ev": -169169.4171,
  "gap_ev": [3.8006, 3.7995],
  "total_charge": 1
}